(1)
{"formula": "H10O5", "method": "ωB97M-V/def2-TZVPD", "elements": ["O", "H", "H", "O", "H", "H", "O", "H", "H", "O", "H", "H", "O", "H", "H"], "xyz": [[-1.03, 0.98, 0.32], [-0.22, 0.77, 0.80], [-1.68, 1.12, 1.01], [0.61, -1.69, 0.88], [0.94, -0.78, 0.85], [1.30, -2.20, 0.45], [3.28, 1.63, 2.68], [3.17, 0.85, 2.11], [3.82, 2.23, 2.16], [-2.14, -0.81, -0.42], [-2.86, -0.35, -0.85], [-2.02, -1.61, -0.94], [-1.00, -0.41, -2.89], [-0.95, 0.41, -2.39], [-1.22, -0.13, -3.78]], "lowdin_charge": [-0.072, 0.020, 0.054, -0.041, 0.010, 0.043, -0.059, 0.024, 0.036, -0.098, 0.042, 0.039, -0.062, 0.028, 0.038], "smiles": "O.O.O.O.O", "e_homo_ev": -9.87, "charge": 0, "homo_lumo_gap_ev": 10.17, "e_lumo_ev": 0.30, "e_above_lowest_ev": 2.224, "energy_ha": -382.14243}

***

(2)
{"formula": "C28H30N2O6", "method": "ωB97M-V/def2-TZVPD", "elements": ["C", "C", "C", "O", "O", "C", "C", "C", "C", "C", "C", "O", "C", "C", "C", "C", "C", "C", "C", "H", "H", "H", "H", "H", "H", "H", "H", "H", "H", "H", "H", "H", "H", "C", "N", "C", "O", "C", "C", "C", "C", "C", "C", "O", "C", "C", "N", "C", "C", "O", "H", "H", "H", "H", "H", "H", "H", "H", "H", "H", "H", "H", "H", "H", "H", "H"], "xyz": [[3.41, 0.92, 1.54], [3.19, -0.58, 1.31], [2.20, -0.83, 0.15], [2.01, 0.04, -0.68], [1.62, -2.06, 0.07], [4.52, -1.30, 1.10], [5.50, -1.30, 2.11], [6.71, -1.99, 1.93], [6.94, -2.72, 0.76], [5.96, -2.77, -0.25], [6.12, -3.58, -1.47], [7.24, -3.83, -1.90], [4.93, -4.08, -2.21], [4.88, -4.00, -3.62], [3.74, -4.42, -4.31], [2.64, -4.93, -3.62], [2.69, -5.04, -2.22], [3.82, -4.62, -1.53], [4.79, -2.01, -0.08], [4.01, 1.10, 2.44], [2.46, 1.44, 1.66], [3.94, 1.37, 0.69], [2.72, -0.99, 2.21], [1.09, -2.06, -0.74], [5.33, -0.77, 3.04], [7.46, -1.97, 2.71], [7.87, -3.27, 0.63], [5.73, -3.61, -4.17], [3.71, -4.34, -5.39], [1.75, -5.25, -4.16], [1.84, -5.45, -1.68], [3.84, -4.71, -0.44], [4.09, -2.00, -0.90], [-6.49, 2.74, -1.47], [-6.48, 1.62, -0.53], [-6.01, 1.58, 0.72], [-6.23, 0.60, 1.41], [-5.22, 2.77, 1.30], [-3.82, 2.34, 1.77], [-2.92, 1.69, 0.74], [-2.88, 2.14, -0.59], [-2.03, 1.52, -1.53], [-1.19, 0.47, -1.12], [-0.32, -0.08, -2.01], [-1.21, 0.03, 0.22], [-2.07, 0.63, 1.14], [-5.95, 3.33, 2.45], [-5.98, 4.59, 2.88], [-5.24, 5.67, 2.10], [-6.60, 4.89, 3.88], [-7.23, 2.56, -2.25], [-5.51, 2.85, -1.94], [-6.76, 3.67, -0.96], [-6.96, 0.77, -0.82], [-5.11, 3.54, 0.54], [-3.95, 1.66, 2.61], [-3.30, 3.22, 2.16], [-3.49, 2.98, -0.90], [-2.00, 1.86, -2.55], [0.59, 0.05, -1.70], [-0.58, -0.79, 0.53], [-2.09, 0.29, 2.17], [-6.47, 2.67, 3.01], [-5.32, 6.60, 2.66], [-4.20, 5.40, 2.00], [-5.70, 5.78, 1.13]], "lowdin_charge": [-0.040, -0.214, -0.449, 0.092, 0.119, -0.157, -0.023, -0.054, -0.003, -0.136, -0.311, 0.097, -0.159, -0.008, -0.070, -0.081, -0.078, -0.033, 0.033, 0.078, 0.087, 0.096, 0.153, 0.128, 0.113, 0.106, 0.120, 0.120, 0.104, 0.103, 0.104, 0.122, 0.119, -0.060, 0.042, -0.453, 0.058, -0.222, -0.094, -0.210, -0.027, 0.008, -0.318, 0.015, 0.000, -0.017, 0.118, -0.554, 0.008, 0.037, 0.089, 0.068, 0.084, 0.146, 0.110, 0.123, 0.119, 0.092, 0.111, 0.050, 0.094, 0.111, 0.157, 0.087, 0.073, 0.079], "smiles": "C[C@@H](C(=O)O)c1cccc(C(=O)c2ccccc2)c1.CNC(=O)[C@H](Cc1ccc(O)cc1)NC(C)=O", "e_homo_ev": -8.70, "charge": 0, "homo_lumo_gap_ev": 8.51, "e_lumo_ev": -0.19, "e_above_lowest_ev": 0.000, "energy_ha": -1645.98594}

***

(3)
{"formula": "C18H29IrN2O2P2S", "method": "ωB97M-V/def2-TZVPD", "elements": ["C", "C", "N", "C", "C", "C", "C", "P", "Ir", "P", "C", "C", "C", "C", "C", "C", "C", "O", "O", "H", "H", "H", "C", "C", "H", "H", "H", "H", "C", "C", "H", "H", "H", "H", "H", "H", "H", "H", "H", "H", "H", "H", "H", "H", "H", "H", "H", "H", "H", "H", "H", "H", "S", "C", "N"], "xyz": [[-0.93, 3.07, -2.57], [-1.00, 2.04, -1.65], [0.12, 1.73, -0.94], [1.31, 2.31, -1.24], [1.39, 3.35, -2.14], [0.26, 3.75, -2.80], [-2.37, 1.37, -1.40], [-2.13, 0.18, 0.05], [-0.03, 0.47, 1.01], [2.33, 0.27, 0.30], [2.55, 1.92, -0.45], [-0.16, -1.59, 1.74], [-1.00, -1.63, 2.83], [-0.93, -2.71, 3.73], [-0.13, -3.81, 3.42], [0.59, -3.85, 2.22], [0.53, -2.76, 1.34], [-2.12, -0.93, -4.39], [1.11, -0.93, -3.21], [-1.83, 3.34, -3.10], [2.33, 3.88, -2.27], [0.28, 4.54, -3.52], [-3.23, 0.97, 1.29], [-2.97, -1.39, -0.47], [3.47, 1.95, -1.06], [2.69, 2.64, 0.37], [-2.70, 0.73, -2.25], [-3.21, 2.11, -1.28], [3.24, 0.15, 1.85], [3.17, -0.85, -0.86], [-1.65, -0.77, 3.04], [-1.49, -2.64, 4.67], [-0.05, -4.63, 4.14], [1.21, -4.73, 1.98], [1.08, -2.86, 0.40], [0.10, -0.85, -3.00], [1.24, -1.90, -3.37], [-1.21, -0.75, -4.15], [-2.35, -0.09, -4.84], [0.95, -0.78, 0.37], [-4.09, 1.32, 0.69], [-3.57, 0.31, 2.10], [-2.71, 1.85, 1.72], [-4.06, -1.23, -0.55], [-2.59, -1.67, -1.46], [-2.78, -2.20, 0.26], [4.22, -0.51, -1.01], [3.16, -1.88, -0.46], [2.63, -0.83, -1.82], [4.32, 0.10, 1.64], [3.00, 1.02, 2.48], [2.91, -0.75, 2.38], [0.03, 2.26, 2.24], [0.39, 1.28, 3.55], [0.66, 0.61, 4.49]], "lowdin_charge": [-0.088, -0.371, -0.108, -0.383, -0.082, -0.147, -0.254, 0.751, 0.716, 0.771, -0.269, -0.350, -0.180, -0.080, -0.099, -0.098, -0.143, -0.056, -0.098, 0.097, 0.109, 0.078, -0.274, -0.234, 0.100, 0.090, 0.066, 0.102, -0.226, -0.230, 0.071, 0.107, 0.099, 0.102, 0.077, 0.066, 0.073, -0.014, 0.063, -0.023, 0.038, 0.049, 0.009, 0.052, 0.035, 0.042, 0.061, 0.048, 0.020, 0.059, 0.040, 0.056, 0.532, -0.851, 0.080], "multiplicity": 5, "e_homo_ev": [-4.06, -8.25], "charge": 0, "homo_lumo_gap_ev": [4.21, 7.00], "e_lumo_ev": [0.14, -1.24], "e_above_lowest_ev": 0.000, "energy_ha": -2148.28576}

***

(4)
{"formula": "H2NOP", "method": "ωB97M-V/def2-TZVPD", "elements": ["N", "O", "P", "H", "H"], "xyz": [[0.61, 0.25, 0.20], [2.12, 1.43, 1.88], [1.58, 1.52, 0.50], [0.14, -0.39, 0.89], [-0.76, 0.89, -0.54]], "lowdin_charge": [-0.321, -0.524, 0.568, 0.008, 0.269], "e_homo_ev": -10.05, "charge": 0, "homo_lumo_gap_ev": 8.56, "e_lumo_ev": -1.49, "e_above_lowest_ev": 3.287, "energy_ha": -472.45997}